Entry from the Open Molecules 2025 dataset: C29H31AsFN7O8P2S4Ta as an isolated structure (ωB97M-V with the def2-TZVPD basis set).

## Properties
HOMO-LUMO gap (spin up / spin down) ... 4.6 / 4.6 eV
LUMO (spin up / spin down) ... 1.547 / 1.547 eV
Energy above the lowest of the compared OMol25 structures with the same formula, charge and spin ... 1.329 eV

```
! wB97M-V def2-TZVPD RIJCOSX def2/J DEFGRID3
* xyz -1 1
Ta 0.77736 0.85781 0.80945
N 5.51941 -0.55969 2.34846
C 4.18825 0.13047 2.11195
C 4.36465 1.58525 2.52137
P 2.79242 -0.75830 2.95007
O 3.48626 -2.24593 3.01464
O 2.44158 -0.32326 4.30588
O 1.79029 -0.82234 1.80062
P 4.00619 -0.06738 0.27083
O 3.91196 -1.66683 0.10005
O 5.31314 0.37080 -0.26548
O 2.68226 0.53555 -0.15276
H 5.95983 -0.21507 3.19900
H 6.09162 -0.32396 1.51663
H 5.37316 -1.57027 2.41321
H 4.49252 1.66019 3.60458
H 3.48171 2.17405 2.27793
H 5.22009 2.01974 1.99990
H 3.18035 -2.69310 3.81588
H 3.03468 -1.97244 0.38497
C -2.40092 -4.94381 1.65488
O -2.57881 -5.31331 0.30140
C -3.07233 -4.35859 -0.53941
C -3.62507 -3.15815 -0.10938
C -4.08824 -2.23776 -1.03966
C -4.01021 -2.50979 -2.39780
C -3.51273 -3.74052 -2.81551
C -3.02702 -4.65192 -1.89992
N -4.51706 -1.64935 -3.43131
N -4.28948 -0.43368 -3.42894
C -3.40092 0.12928 -2.45061
C -3.90531 1.11861 -1.63349
C -3.16500 1.63890 -0.56747
C -1.87880 1.17316 -0.37147
O -1.06563 1.56638 0.60377
C -1.32514 0.22991 -1.25631
N -0.00991 -0.10484 -0.95971
C 0.59293 -0.96686 -1.81964
C -0.05687 -1.49041 -2.92756
C -1.37587 -1.18853 -3.20639
C -2.05137 -0.29614 -2.33307
H -1.83216 -5.74647 2.11741
H -3.35869 -4.83830 2.17277
H -1.84709 -4.00478 1.74082
H -3.69205 -2.91866 0.94252
H -4.49783 -1.29892 -0.69288
H -3.49258 -3.96159 -3.87551
H -2.60946 -5.59867 -2.21673
H -4.92113 1.45510 -1.80366
H -3.55757 2.40961 0.08219
H 1.62298 -1.21992 -1.61173
H 0.50309 -2.15480 -3.57352
H -1.87702 -1.60102 -4.06958
S 2.25136 5.60331 2.25187
As 0.73230 4.29205 1.70437
S 0.91659 2.32977 2.80575
S 1.44202 3.07942 -0.19881
S -1.22821 4.90968 1.37875
F 2.80395 3.75025 -6.54959
C 2.20476 3.71291 -5.33331
C 2.31864 2.56766 -4.56976
C 1.70558 2.53838 -3.32848
C 0.98807 3.63654 -2.85597
C 0.29383 3.57675 -1.52533
C 0.89955 4.77082 -3.65244
C 1.50790 4.81940 -4.90115
H 2.88118 1.72361 -4.94552
H 1.79044 1.65097 -2.70946
H -0.14396 4.53219 -1.23359
H -0.51811 2.85231 -1.55652
H 0.35303 5.63291 -3.28970
H 1.45029 5.69882 -5.52841
N -2.64049 0.77210 5.12938
C -1.97771 -0.13441 4.33275
C -1.55246 0.25768 3.04651
N -0.86751 -0.55313 2.26645
C -0.64517 -1.79622 2.73879
C -1.11744 -2.18482 3.96662
N -1.77138 -1.35550 4.78811
H -2.43069 1.74115 4.94284
H -2.64138 0.53117 6.10746
H -1.75553 1.25429 2.67640
H -0.07863 -2.46434 2.10536
H -0.95525 -3.19518 4.32490
*
```